11
Properties=species:S:1:pos:R:3 method="wB97M-V/def2-TZVPD" gap_ev=8.5 e_above_lowest_kcal_mol=6.73 total_energy_ev=-37728.430 smiles="O=CSCC(=S)S" lumo_ev=-0.50
C 0.66 -0.76 0.44
C 0.37 0.68 0.76
C -1.64 1.77 -0.77
H -1.66 -0.85 0.11
H 1.22 1.10 1.26
H -0.53 0.80 1.36
H -1.99 2.43 -1.60
O -2.39 1.18 -0.02
S -0.68 -1.78 0.01
S 2.17 -1.36 0.48
S 0.12 1.70 -0.71